[1]
ORCA calculation (the ωB97M-V functional and the def2-TZVPD basis) on an isolated molecule of C3H5B at a distorted geometry.

Properties
largest force on an atom = 8.440 eV Å⁻¹
energy above the lowest of the compared OMol25 structures with the same formula, charge and spin = 303.5 kJ/mol

```
9
C3H5B (the ωB97M-V functional and the def2-TZVPD basis)
B -0.398 -0.408 -0.954
C 0.593 0.052 0.370
C 0.898 -0.982 -0.606
C -0.279 1.077 0.037
H -1.621 -0.436 -1.068
H -0.505 2.177 0.443
H 1.089 -0.338 1.446
H 1.495 -1.910 -0.308
H -1.271 0.768 0.639
```

Here are the Mulliken charges for atoms 1 to 8, given in e: atom 1 (B): -0.05, atom 2 (C): 0.08, atom 3 (C): -0.23, atom 4 (C): -0.68, atom 5 (H): -0.05, atom 6 (H): 0.37, atom 7 (H): 0.15, atom 8 (H): 0.30

***

[2]
ORCA calculation (the ωB97M-V functional and the def2-TZVPD basis) on an isolated ion of composition C5H16N6 and charge +2 at a distorted geometry.

Properties
largest force on an atom = 4.031 eV Å⁻¹
charge = +2
SMILES = C[N+]1=C(N)[C@H](N)[C@@](C)([NH3+])N1N
energy above the lowest of the compared OMol25 structures with the same formula, charge and spin = 57.4 kJ/mol

```
27
C5H16N6 (the ωB97M-V functional and the def2-TZVPD basis)
C -0.210 -1.280 -0.902
C -0.093 -1.198 0.658
C 0.124 0.355 0.860
C -1.231 1.051 0.722
C 1.052 -0.200 -2.677
N -0.804 -2.308 -1.494
N 0.539 -0.342 -1.376
N 1.047 0.687 -0.203
N 0.733 0.562 2.153
N -1.188 -1.420 1.580
N 1.205 2.002 -0.509
H 0.766 -1.811 1.045
H -1.838 0.680 -0.069
H -1.266 2.065 0.556
H -1.747 0.796 1.614
H 0.955 -1.073 -3.342
H 0.462 0.531 -3.215
H 2.092 0.057 -2.556
H -0.852 -2.376 -2.517
H 0.266 1.337 2.474
H 1.705 0.721 2.075
H -1.436 -2.902 -1.055
H -1.972 -0.998 1.220
H -1.438 -2.378 1.539
H 0.412 2.369 -0.977
H 2.025 2.032 -1.165
H 0.525 -0.176 2.919
```

Here are the Mulliken charges for atoms 1 to 8, given in e: atom 1 (C): 0.37, atom 2 (C): -0.32, atom 3 (C): 0.64, atom 4 (C): -2.22, atom 5 (C): -1.07, atom 6 (N): -0.35, atom 7 (N): 0.09, atom 8 (N): -0.04

***

[3]
ORCA calculation (the ωB97M-V functional and the def2-TZVPD basis) on a 2-piece molecular cluster, C4H12 overall at a distorted geometry.

Properties
largest force on an atom = 1.614 eV Å⁻¹
SMILES = CC.CC
energy above the lowest of the compared OMol25 structures with the same formula, charge and spin = 47.2 kJ/mol

```
16
C4H12 (the ωB97M-V functional and the def2-TZVPD basis)
C 0.052 -0.746 1.261
C 0.088 -1.845 2.307
H 1.013 -0.265 1.071
H -0.502 -1.018 0.371
H -0.428 0.136 1.689
H -0.611 -2.655 2.148
H 1.067 -2.278 2.533
H -0.066 -1.441 3.315
C -0.626 1.811 -1.784
C 0.453 0.705 -1.876
H -0.701 2.308 -2.751
H -1.583 1.344 -1.555
H -0.307 2.532 -1.039
H 0.686 0.362 -0.874
H 1.284 1.199 -2.322
H 0.181 -0.148 -2.494
```

Here are the Mulliken charges for atoms 1 to 8, given in e: atom 1 (C): -0.75, atom 2 (C): -1.00, atom 3 (H): 0.28, atom 4 (H): 0.28, atom 5 (H): 0.32, atom 6 (H): 0.29, atom 7 (H): 0.28, atom 8 (H): 0.27

***

> Look up the largest force on an atom of the second one.

4.031 eV Å⁻¹